{
  "formula": "C4H9NO2",
  "method": "ωB97M-V with the def2-TZVPD basis set",
  "e_homo_ev": -9.9,
  "homo_lumo_gap_ev": 10.82,
  "smiles": "C/N=C/OCCO",
  "e_above_lowest_kcal_mol": 42.04,
  "species": ["C", "N", "C", "O", "C", "C", "O", "H", "H", "H", "H", "H", "H", "H", "H", "H"],
  "xyz": [[-1.41473, -1.81903, -1.03395], [-0.56264, -0.83737, -0.39222], [-0.64582, -0.70896, 0.86343], [0.06426, 0.14223, 1.60234], [1.22092, 0.78736, 1.03281], [0.95107, 1.84091, -0.03881], [0.86860, 1.34125, -1.34272], [-2.12796, -1.30866, -1.69064], [-0.80289, -2.47502, -1.66093], [-1.97789, -2.44098, -0.32205], [-1.32692, -1.28601, 1.49900], [1.68603, 1.25540, 1.90392], [1.89245, 0.02012, 0.62994], [0.05850, 2.41840, 0.25785], [1.80189, 2.53363, -0.02304], [0.31513, 0.53672, -1.28492]],
  "forces_ev_per_angstrom": [[-0.1076, -0.1252, -0.0908], [0.0371, 0.0811, 0.4764], [-0.1005, -0.1238, -0.3181], [-0.0314, -0.0317, -0.0170], [0.1895, 0.0583, -0.0943], [0.0874, 0.1835, 0.3838], [-0.1222, -0.1044, -0.1168], [0.1137, -0.0854, 0.0867], [-0.1015, 0.0813, 0.1005], [0.0872, 0.1109, -0.0829], [0.0411, 0.0709, -0.1067], [-0.0386, -0.0436, -0.1489], [-0.0903, 0.0638, 0.0385], [0.0840, -0.1012, -0.0927], [-0.1263, -0.0731, 0.0368], [0.0784, 0.0387, -0.0543]],
  "lowdin_charge": [-0.1157, -0.0099, -0.2413, -0.0503, -0.1496, -0.2639, -0.0871, 0.0806, 0.0782, 0.0738, 0.1453, 0.1242, 0.1336, 0.1245, 0.1200, 0.0375]
}